Entry 1:
Entry from the Open Molecules 2025 dataset: C4H10NO2 as an isolated structure (ωB97M-V with the def2-TZVPD basis set).

The geometry in XYZ format:
```
17
Properties=species:S:1:pos:R:3:forces:R:3
C -0.1717 -0.0352 -0.4741 2.424 -0.714 3.407
C 1.0624 -0.9998 -0.0996 -1.814 -0.718 -3.512
C 2.2392 -0.2511 -0.9385 2.158 1.115 2.715
O 2.5055 -0.4005 -2.2130 -1.008 -1.206 -0.251
N -1.3700 -0.2225 0.3900 -0.230 -3.783 -1.655
C -2.0379 1.4015 1.0831 1.330 0.040 2.216
O -3.2286 1.3510 1.3969 -0.385 0.500 -1.352
H 0.3416 0.8843 -0.0384 -1.213 -0.525 -1.150
H -0.3147 -0.0293 -1.5161 -0.431 0.419 -1.167
H 0.9075 -1.3142 0.9081 1.078 1.294 1.877
H 1.0630 -2.0801 -0.4213 -0.582 0.841 -1.192
H 2.0409 0.8252 -0.7028 -0.260 0.154 0.156
H 3.1300 -0.3958 -0.2252 0.039 -0.345 -0.443
H -1.2732 -1.2059 0.7311 1.399 1.045 2.040
H -2.0984 -0.7409 -0.0997 -1.268 1.780 -1.679
H -1.3512 1.2759 1.9585 0.309 0.398 -0.311
H -1.4445 1.9373 0.2609 -1.548 -0.297 0.302
```
Forces are in eV/Å.

Gap between HOMO and LUMO, eV: 6.3
Total charge: -1
HOMO level, eV: -2.68
LUMO, eV: 3.648


Entry 2:
Entry from the Open Molecules 2025 dataset: a 3-piece molecular cluster, C4H10NO2 overall (ωB97M-V with the def2-TZVPD basis set).

The geometry in XYZ format:
```
17
Properties=species:S:1:pos:R:3:forces:R:3
C -0.1281 -0.4123 -1.3232 -1.296 2.833 -1.442
O -2.2463 -0.9934 2.1630 0.338 -0.060 -0.175
C -0.9445 0.8106 -0.9279 0.797 -0.194 -0.347
C 0.4891 0.5827 -0.2936 -4.171 -0.243 1.527
C 2.3741 -0.2286 -0.3972 5.592 -0.879 -1.587
O 2.9951 -0.1723 0.6658 -1.780 -0.054 -0.507
N -2.1771 0.6379 -0.2314 0.740 -0.169 0.023
H -0.8271 -1.2440 -1.1923 1.369 -0.445 0.956
H 0.2542 -0.3262 -2.3381 0.302 -0.337 0.201
H -0.8801 1.7246 -1.5207 -0.445 -0.276 -0.241
H 0.9331 1.5527 -0.4501 0.738 -0.597 -0.448
H 0.3346 0.3387 0.7520 0.416 -0.132 -0.066
H 2.3248 -1.1870 -0.9924 -1.197 0.037 1.167
H 2.6431 0.5238 -1.1937 -0.774 0.251 0.640
H -1.4530 -0.7091 2.6320 -0.137 -0.093 0.088
H -2.7938 0.1128 -0.8552 -0.229 0.193 -0.167
H -2.1446 -0.5795 1.2885 -0.264 0.165 0.379
```
Forces are in eV/Å.

Gap between HOMO and LUMO (alpha / beta), eV: 9.4 / 7.4
Expectation value of S²: 0.7539
Total charge: 0
HOMO level (alpha / beta), eV: -9.27 / -9.24
LUMO (alpha / beta), eV: 0.120 / -1.804
2S+1: 2


Entry 3:
Entry from the Open Molecules 2025 dataset: a 2-piece molecular cluster, C4H10NO2 overall (ωB97M-V with the def2-TZVPD basis set).

The geometry in XYZ format:
```
17
Properties=species:S:1:pos:R:3:forces:R:3
O -0.2701 0.7868 0.2849 -0.394 0.169 -0.369
C 0.3141 -0.2464 0.1853 0.582 0.074 0.437
O 1.5401 -0.4280 0.6402 0.093 -0.279 0.209
C -0.3384 -1.4157 -0.5093 -0.310 -0.376 -0.229
C -1.6604 -1.3103 -0.9815 -0.710 -0.395 1.521
C -1.6709 -0.6031 -2.3699 0.800 0.892 -1.256
N 1.6415 2.5768 2.5173 0.057 -0.058 0.051
H 1.7534 -1.3489 0.8628 0.183 0.134 -0.207
H 0.1960 -2.3601 -0.6347 0.197 0.138 -0.035
H -2.1621 -2.2789 -0.9824 0.171 -0.100 -0.535
H -2.1858 -0.6524 -0.2747 -0.042 0.315 -0.306
H -1.0708 -1.1146 -3.1315 -0.173 -0.147 0.349
H -2.6935 -0.5492 -2.7270 -0.192 -0.159 0.253
H -1.2736 0.4166 -2.2852 -0.199 -0.297 0.159
H 0.8709 2.1158 2.0529 -0.051 0.116 -0.080
H 1.2426 3.2565 3.1508 -0.042 0.005 0.131
H 2.1475 3.1095 1.8216 0.031 -0.033 -0.097
```
Forces are in eV/Å.

Gap between HOMO and LUMO, eV: 3.8
Total charge: +1
HOMO level, eV: -12.39
LUMO, eV: -8.614


Entry 4:
Entry from the Open Molecules 2025 dataset: an isolated ion of composition C4H10NO2 and charge +1 (ωB97M-V with the def2-TZVPD basis set).

The geometry in XYZ format:
```
17
Properties=species:S:1:pos:R:3:forces:R:3
C 0.9480 1.3186 -0.0527 1.477 -1.987 1.925
C 0.6332 -0.2028 -0.2089 3.040 1.263 -0.117
N 1.5909 -1.0358 0.8567 -1.051 3.065 1.709
C -0.7809 -0.3603 0.1388 -1.814 -1.948 2.653
C -1.8197 -0.0130 -0.8942 2.635 0.483 -2.754
O -1.3718 0.1625 -2.0454 -2.419 -0.357 2.428
O -3.0498 0.2217 -0.4059 1.480 -0.685 -0.726
H 2.0047 1.6085 -0.1878 -0.692 -0.023 -0.484
H 0.2443 1.6304 -0.7483 -0.740 1.684 -1.585
H 0.6280 1.6648 0.9536 0.166 -0.243 -0.571
H 0.9909 -0.5867 -1.2048 -0.719 0.230 1.046
H 1.3874 -1.9581 1.0978 -1.028 -2.516 -0.488
H 2.5550 -1.0449 0.5654 0.535 0.411 -0.224
H 1.5306 -0.6421 1.8652 0.319 0.122 -2.145
H -0.8166 -1.4363 0.4965 -1.120 1.104 -0.275
H -1.0842 0.3339 0.9666 0.619 -0.910 -0.099
H -3.5900 0.3396 -1.1925 -0.690 0.307 -0.294
```
Forces are in eV/Å.

Gap between HOMO and LUMO, eV: 10.7
SMILES string: C[C@@H]([NH3+])CC(=O)O
Total charge: +1
HOMO level, eV: -14.44
LUMO, eV: -3.785


Entry 5:
Entry from the Open Molecules 2025 dataset: C4H10NO2S as an isolated structure (ωB97M-V with the def2-TZVPD basis set).

The geometry in XYZ format:
```
18
Properties=species:S:1:pos:R:3:forces:R:3
C 0.0543 3.1225 -0.2552 -0.286 -0.192 0.578
C -0.6964 1.8679 -0.6830 -0.083 -0.292 0.363
C -1.3671 1.1027 0.4797 0.061 0.763 -0.261
S -0.2398 0.5120 1.7805 -0.145 0.021 -0.127
H -0.5986 3.7831 0.3363 0.061 0.044 -0.324
H 0.4837 3.6594 -1.0976 -0.029 0.139 -0.098
H 0.8528 2.8377 0.4300 0.114 -0.029 -0.071
H -1.4766 2.0902 -1.4171 -0.046 0.181 -0.042
H -0.0164 1.1814 -1.1728 0.221 -0.191 -0.153
H -1.9237 0.2815 0.0451 -0.010 -0.314 0.000
H -2.1001 1.7786 0.9327 -0.020 -0.025 0.140
N 1.0966 -3.2122 -1.0879 0.202 0.281 0.091
C 0.5381 -1.9504 -0.8021 0.329 0.117 0.124
O 1.1873 -1.2956 0.1088 -0.201 -0.437 -0.143
O -0.4350 -1.5748 -1.4463 -0.146 0.056 -0.024
H 0.5116 -3.7800 -1.6684 -0.186 -0.193 -0.003
H 1.5497 -3.6709 -0.3148 -0.008 0.046 -0.055
H 0.5125 -0.5049 0.7890 0.172 0.024 0.005
```
Forces are in eV/Å.

Gap between HOMO and LUMO, eV: 7.5
Total charge: -1
HOMO level, eV: -3.63
LUMO, eV: 3.833


Entry 6:
Entry from the Open Molecules 2025 dataset: a 2-piece molecular cluster, C4H10NO2S overall (ωB97M-V with the def2-TZVPD basis set).

The geometry in XYZ format:
```
18
Properties=species:S:1:pos:R:3:forces:R:3
O 1.8473 -1.5404 -0.3887 -0.105 1.207 -1.022
C 0.6559 -1.5269 -1.1086 0.945 -1.789 0.455
N -0.1595 -0.4143 -1.4605 -0.554 0.121 2.211
C -0.2876 0.5118 -0.4580 0.684 1.946 0.137
C -0.8183 1.9123 -0.9631 -0.873 0.244 -0.102
S -0.8890 3.1313 0.3969 0.582 -0.687 -1.090
C -1.0965 0.1202 0.8662 -0.378 -0.955 -1.427
H 0.8612 -2.1219 -2.0055 -0.290 0.104 0.028
H -0.0196 -2.1474 -0.4021 -0.236 0.633 -1.103
H 0.6755 0.8241 0.0065 0.500 -0.949 0.422
H -0.1732 2.2106 -1.8186 -0.374 0.002 0.637
H -1.8307 1.7222 -1.3284 -0.018 0.073 -0.207
H -2.1720 0.1879 0.6888 -0.002 0.048 -0.155
H -0.7895 0.8291 1.6141 0.304 0.130 0.140
H -0.7897 -0.9033 1.0570 0.094 0.072 0.543
H 1.7390 -1.1714 0.5478 -0.445 -0.283 1.293
H 1.9477 -0.5453 2.6147 -0.080 -0.070 -0.021
O 1.2991 -1.0785 2.1415 0.247 0.155 -0.739
```
Forces are in eV/Å.

Gap between HOMO and LUMO, eV: 4.3
Total charge: -1
HOMO level, eV: -4.02
LUMO, eV: 0.235


Respective total energy values: -363.4943 -363.4100 -363.2752 -363.3748 -761.9214 -761.6696 a.u..
Respective energy above the lowest of the compared OMol25 structures with the same formula, charge and spin values: 604.29 468.18 421.18 159.66 0.00 661.08 kJ/mol.